(1)
{
  "formula": "C12H14ClEuIN2O4",
  "method": "ωB97M-V/def2-TZVPD",
  "species": ["C", "C", "H", "H", "H", "H", "H", "H", "C", "C", "C", "C", "H", "H", "H", "H", "N", "C", "C", "N", "C", "C", "C", "H", "H", "C", "H", "H", "Eu", "I", "O", "Cl", "O", "O", "O"],
  "positions_angstrom": [[0.18548, -2.83167, 3.37040], [-2.89562, -1.71663, -0.41550], [1.19682, -2.77904, 2.96806], [-0.13173, -3.85044, 3.65652], [0.01398, -2.09120, 4.16618], [-2.54524, -1.49779, -1.42785], [-3.15426, -2.78036, -0.28041], [-3.70368, -1.05797, -0.06275], [2.34914, -0.52988, 0.76434], [3.65140, -0.06244, 0.48998], [3.85431, 0.73345, -0.64332], [2.74299, 1.07235, -1.42223], [2.14514, -1.18563, 1.61595], [4.45242, -0.35199, 1.16245], [4.84578, 1.09383, -0.92015], [2.82275, 1.64874, -2.34325], [1.31171, -0.20991, 0.00685], [1.45967, 0.64417, -1.01048], [0.22356, 1.15099, -1.64577], [-0.90106, 0.51359, -1.31844], [-2.06628, 1.01319, -1.68711], [-1.01289, 2.73632, -3.00537], [-2.18102, 2.09913, -2.57333], [-2.95347, 0.51052, -1.29572], [-3.18100, 2.39108, -2.87771], [0.21057, 2.28527, -2.49697], [1.15525, 2.77052, -2.71881], [-1.04878, 3.56353, -3.71644], [-1.22397, -2.10215, 1.40165], [0.38742, -4.00099, -0.43448], [-1.06907, 1.44510, 3.69806], [-1.19957, 0.61979, 2.54899], [-0.00899, -0.28112, 2.43709], [-2.36562, -0.31497, 2.68870], [-1.36613, 1.35258, 1.32087]],
  "forces_ev_per_a": [[-0.334, -0.308, 0.629], [-0.181, -0.603, 0.496], [-0.178, -0.107, -0.097], [0.186, 0.399, -0.318], [-0.067, -0.270, -0.453], [0.129, -0.223, 0.507], [-0.145, 0.125, -0.269], [0.409, -0.183, 0.017], [0.953, 0.316, -0.700], [-0.618, -0.118, 0.036], [-0.527, -0.207, 0.045], [-0.495, -0.199, 0.388], [0.225, 0.211, -0.311], [0.028, 0.140, -0.199], [-0.251, -0.184, 0.108], [0.237, -0.060, 0.374], [-0.450, 0.194, 0.271], [1.360, -0.289, -0.016], [-0.702, 0.557, -0.798], [0.030, 0.016, 0.462], [0.066, 0.608, -0.929], [0.062, -0.412, 0.273], [0.205, -0.350, 0.440], [0.250, 0.327, -0.290], [0.238, 0.204, -0.095], [-0.259, -0.700, 0.474], [-0.303, 0.108, -0.128], [-0.004, -0.201, 0.289], [1.053, 0.188, -1.132], [-0.486, 0.369, 0.565], [-0.168, -0.451, -0.494], [0.118, 0.844, -0.294], [-1.242, 0.665, 0.049], [0.710, 0.076, -0.141], [0.151, -0.482, 1.242]],
  "lowdin_charge": [-0.172, -0.214, -0.026, 0.000, 0.003, -0.012, -0.032, 0.001, -0.151, -0.044, -0.057, -0.009, 0.079, 0.101, 0.108, 0.102, 0.082, -0.208, -0.210, 0.092, -0.155, -0.057, -0.046, 0.077, 0.101, -0.002, 0.097, 0.108, 1.566, -0.281, -0.259, 0.702, -0.519, -0.470, -0.296],
  "homo_lumo_gap_ha": [0.234, 0.193],
  "homo_ha": [-0.314, -0.306],
  "fmax_ev_per_a": 1.6,
  "spin_multiplicity": 8
}


(2)
{
  "formula": "CHN4O2",
  "method": "ωB97M-V/def2-TZVPD",
  "species": ["C", "N", "N", "N", "N", "O", "O", "H"],
  "positions_angstrom": [[0.12391, -1.18546, -0.26483], [-1.24142, 0.52492, 0.39725], [-0.23333, 1.26638, 0.21663], [-0.85900, -0.86240, 0.40251], [0.70838, 1.36660, -0.48159], [1.12969, -1.45870, -0.68248], [1.77314, 1.85411, -0.48910], [-1.40137, -1.50546, 0.90160]],
  "forces_ev_per_a": [[2.050, -1.409, 0.041], [-0.891, -0.059, 0.187], [-2.991, 3.991, 4.233], [-0.929, 1.081, -0.821], [2.288, -3.795, -3.583], [1.011, -0.543, -1.233], [0.847, 1.800, 0.225], [-1.385, -1.066, 0.950]],
  "lowdin_charge": [-0.145, 0.184, 0.027, 0.171, -0.060, 0.386, 0.252, 0.185],
  "homo_lumo_gap_ha": [0.283, 0.328],
  "homo_ha": [-0.516, -0.625],
  "fmax_ev_per_a": 6.5,
  "spin_multiplicity": 3,
  "e_above_lowest_kcal_mol": 0.00,
  "total_charge": 1
}


(3)
{
  "formula": "C26H17ClF5FeN4O2",
  "method": "ωB97M-V/def2-TZVPD",
  "species": ["Fe", "C", "C", "C", "C", "C", "C", "N", "C", "C", "C", "C", "C", "C", "N", "N", "C", "C", "C", "C", "C", "N", "H", "H", "H", "H", "H", "H", "H", "H", "H", "H", "H", "H", "H", "F", "C", "F", "C", "F", "F", "F", "Cl", "C", "C", "C", "C", "C", "C", "C", "O", "O", "H", "H", "H", "H"],
  "positions_angstrom": [[-0.27652, 0.46279, -0.18738], [2.23370, 4.35718, -3.04413], [2.24787, 3.00541, -3.36459], [1.97733, 2.05077, -2.39741], [1.68408, 2.44252, -1.09385], [1.65719, 3.79896, -0.77542], [1.93905, 4.74917, -1.74545], [1.32190, 1.45942, -0.13962], [1.84752, 1.49717, 1.11243], [3.06264, 2.12381, 1.48760], [3.48850, 2.04671, 2.78630], [2.75790, 1.37346, 3.79221], [1.57317, 0.77292, 3.47205], [1.12824, 0.84229, 2.14377], [-0.04905, 0.30206, 1.67351], [-0.95541, -0.12791, 2.42994], [-2.06587, -0.53904, 1.65079], [-3.22479, -0.96800, 2.27625], [-4.30137, -1.30897, 1.47919], [-4.19323, -1.21811, 0.09707], [-3.00075, -0.79059, -0.45295], [-1.95721, -0.46753, 0.31185], [2.44361, 5.09957, -3.80363], [2.47161, 2.68904, -4.37582], [1.97419, 0.99634, -2.64017], [1.39762, 4.10715, 0.23058], [1.91381, 5.80080, -1.48765], [3.64937, 2.63485, 0.73697], [4.43230, 2.50760, 3.05193], [3.14812, 1.32728, 4.79925], [0.98061, 0.23504, 4.19931], [-3.25531, -1.01849, 3.35456], [-5.22525, -1.64287, 1.93283], [-5.01845, -1.47607, -0.55059], [-2.84636, -0.71670, -1.52095], [1.71161, -1.07140, -1.43343], [0.58860, -1.24398, -0.67113], [-0.32062, -1.89474, -1.49863], [0.98342, -2.31107, 0.35935], [1.40705, -3.43540, -0.22292], [-0.06195, -2.63424, 1.14049], [1.96614, -1.86654, 1.15244], [-3.48172, 6.86440, -4.36719], [-2.88508, 5.49208, -3.48421], [-2.44346, 4.37901, -4.18268], [-1.96522, 3.29017, -3.47375], [-1.93753, 3.32039, -2.08454], [-2.38027, 4.44593, -1.40001], [-2.85869, 5.54117, -2.09867], [-1.38796, 2.16871, -1.33462], [-0.91878, 1.16005, -1.94615], [-1.33354, 2.16751, -0.06457], [-2.47063, 4.37529, -5.26335], [-1.59796, 2.41400, -3.99104], [-2.33812, 4.45584, -0.31899], [-3.20406, 6.42659, -1.58359]],
  "forces_ev_per_a": [[-0.085, 0.326, 0.341], [-0.011, -0.007, 0.004], [0.010, 0.008, 0.002], [0.004, 0.004, -0.016], [-0.002, -0.162, -0.054], [-0.022, 0.020, 0.022], [0.006, 0.006, -0.040], [0.048, 0.104, 0.365], [0.035, -0.024, -0.130], [-0.077, -0.015, -0.014], [0.060, 0.014, 0.037], [0.030, 0.010, -0.009], [0.028, 0.027, -0.039], [-0.202, -0.113, -0.089], [0.527, -0.030, 0.131], [-0.509, -0.166, -0.209], [0.382, 0.013, 0.163], [0.009, -0.048, -0.049], [-0.023, -0.005, 0.052], [-0.011, -0.029, -0.046], [0.093, -0.141, 0.083], [-0.172, 0.258, 0.127], [-0.001, -0.006, 0.015], [0.001, 0.014, 0.007], [-0.001, 0.032, 0.015], [-0.003, -0.029, -0.007], [-0.005, -0.013, -0.003], [0.008, -0.007, 0.022], [-0.008, 0.004, -0.004], [-0.016, 0.004, -0.001], [-0.004, 0.010, -0.002], [-0.004, 0.010, -0.005], [0.002, -0.001, -0.010], [-0.001, -0.004, 0.014], [0.017, 0.061, 0.004], [-0.014, 0.053, -0.026], [-0.173, -0.304, -0.324], [0.099, 0.065, 0.042], [-0.003, 0.074, 0.011], [0.041, -0.052, -0.017], [-0.049, -0.013, 0.021], [0.016, 0.033, 0.038], [0.009, -0.018, 0.009], [-0.016, 0.035, -0.014], [0.003, 0.001, 0.016], [0.016, 0.008, -0.036], [0.010, 0.010, 0.023], [-0.021, 0.011, 0.016], [0.010, -0.024, 0.004], [0.081, -0.126, -0.087], [-0.070, 0.010, -0.072], [-0.042, 0.128, -0.295], [0.002, -0.003, 0.008], [-0.002, -0.003, 0.019], [-0.001, -0.005, -0.006], [0.000, -0.006, -0.004]],
  "lowdin_charge": [0.646, -0.095, -0.076, -0.015, -0.269, -0.033, -0.081, 0.013, -0.191, -0.004, -0.062, -0.083, -0.009, -0.182, -0.031, 0.158, -0.268, 0.013, -0.040, -0.033, -0.064, 0.055, 0.099, 0.103, 0.109, 0.123, 0.102, 0.117, 0.108, 0.101, 0.113, 0.119, 0.114, 0.111, 0.129, 0.055, -0.354, 0.033, -0.586, 0.163, 0.142, 0.158, 0.667, -0.661, -0.091, 0.001, -0.129, -0.002, -0.093, -0.542, -0.016, -0.004, 0.107, 0.125, 0.123, 0.106],
  "homo_lumo_gap_ha": [0.225, 0.233],
  "homo_ha": [-0.276, -0.284],
  "fmax_ev_per_a": 0.6,
  "spin_multiplicity": 2,
  "e_above_lowest_kcal_mol": 0.00
}


(4)
{
  "formula": "C3H6IN2O",
  "method": "ωB97M-V/def2-TZVPD",
  "species": ["C", "C", "O", "N", "C", "N", "I", "H", "H", "H", "H", "H", "H"],
  "positions_angstrom": [[1.83991, -0.63883, 1.09137], [0.50568, -0.72856, 0.31181], [-0.07777, -1.61980, -0.20351], [-0.03650, 0.62497, 0.12057], [-1.28062, 0.85336, -0.51692], [-1.78955, -0.07163, -1.28698], [-1.98620, 2.79708, -0.31720], [2.27010, -1.63238, 1.25580], [2.39393, -0.22287, 0.19285], [1.68868, 0.08939, 1.86082], [0.45388, 1.49298, 0.40995], [-1.32991, -1.02729, -1.29870], [-2.65163, 0.08360, -1.61987]],
  "forces_ev_per_a": [[-1.132, -0.567, -3.532], [0.851, 2.172, 0.959], [0.036, -1.502, -0.165], [-2.014, 0.683, -0.864], [3.178, -0.549, 0.441], [3.631, -0.729, 2.287], [-0.183, -0.489, -0.157], [-0.304, 0.450, 0.601], [0.214, -0.004, 1.345], [0.565, 0.029, 0.694], [-0.460, -1.194, 0.028], [-0.554, 1.251, 0.130], [-3.828, 0.449, -1.767]],
  "lowdin_charge": [0.051, -0.420, 0.123, 0.050, -0.746, 0.195, 1.083, 0.106, 0.126, 0.082, 0.125, 0.152, 0.072],
  "homo_lumo_gap_ha": 0.381,
  "homo_ha": -0.547,
  "fmax_ev_per_a": 4.4,
  "e_above_lowest_kcal_mol": 0.00,
  "total_charge": 1
}


(5)
{
  "formula": "C3H8FNS",
  "method": "ωB97M-V/def2-TZVPD",
  "species": ["C", "C", "C", "N", "F", "S", "H", "H", "H", "H", "H", "H", "H", "H"],
  "positions_angstrom": [[-1.38809, -0.01671, 0.89703], [-0.47057, 0.43968, -1.43015], [0.96016, -0.40258, 0.28929], [-0.21806, 0.14503, 0.01003], [1.28923, -2.02788, -0.36328], [2.33057, 0.56900, -0.19502], [-1.49372, -1.00078, 1.22838], [-1.24347, 0.49404, 1.94192], [-2.32982, 0.33587, 0.55727], [-0.55226, -0.50648, -2.12589], [-1.40965, 0.96607, -1.41576], [0.42351, 0.95531, -1.71941], [1.02589, -0.54310, 1.35322], [3.07629, 0.59254, 0.97237]],
  "forces_ev_per_a": [[1.899, 1.126, 2.598], [-0.120, -2.345, 0.506], [0.923, -1.371, 1.354], [-2.349, -0.507, -1.894], [-0.909, 2.740, 1.086], [1.821, 0.447, -0.266], [-0.338, -1.985, -0.035], [0.166, -0.265, -1.989], [-0.420, 0.415, -0.988], [0.064, 1.545, 1.631], [0.036, 0.621, -0.692], [-0.049, 0.875, -0.759], [0.149, -0.892, 0.256], [-0.873, -0.404, -0.806]],
  "lowdin_charge": [-0.040, -0.048, -0.608, -0.278, -0.323, 0.813, 0.060, 0.122, 0.069, 0.132, 0.073, 0.025, 0.096, -0.094],
  "homo_lumo_gap_ha": 0.361,
  "homo_ha": -0.339,
  "fmax_ev_per_a": 3.4,
  "e_above_lowest_kcal_mol": 46.07
}


(6)
{
  "formula": "C24H29NO5",
  "method": "ωB97M-V/def2-TZVPD",
  "species": ["C", "C", "O", "C", "O", "C", "C", "C", "O", "C", "C", "C", "C", "C", "C", "C", "C", "N", "C", "C", "C", "C", "C", "C", "C", "O", "C", "O", "C", "C", "H", "H", "H", "H", "H", "H", "H", "H", "H", "H", "H", "H", "H", "H", "H", "H", "H", "H", "H", "H", "H", "H", "H", "H", "H", "H", "H", "H", "H"],
  "positions_angstrom": [[-0.77597, -0.21053, -5.02234], [-1.67826, 0.50467, -4.03427], [-1.15633, 0.30099, -2.71999], [-1.67885, 1.04519, -1.74234], [-2.54358, 1.86231, -1.93348], [-1.00962, 0.80157, -0.39388], [0.11174, 1.85852, -0.27192], [1.29371, 1.65112, -1.21611], [2.15544, 0.69405, -0.63497], [3.21008, 0.22852, -1.35591], [3.95518, -0.78485, -0.74954], [5.04798, -1.32732, -1.39125], [5.41750, -0.87360, -2.64854], [4.68249, 0.12954, -3.25070], [3.58331, 0.68479, -2.61510], [-0.46185, -0.62058, -0.25820], [-1.60518, -1.64301, -0.20350], [-2.59901, -1.39469, 0.81482], [-2.35483, -1.94012, 2.13452], [-1.24791, -1.31231, 2.94927], [0.08223, -1.73886, 2.87624], [1.09208, -1.12397, 3.59105], [0.83402, -0.04664, 4.43583], [-0.47367, 0.36305, 4.52956], [-1.49020, -0.25740, 3.80421], [-2.68928, 0.34886, 4.09441], [-2.39208, 1.36853, 5.02077], [-1.00684, 1.37482, 5.28633], [-3.11157, -0.04510, 0.74317], [-2.03815, 1.05182, 0.71795], [-0.73159, -1.27059, -4.78750], [0.23156, 0.19523, -4.97778], [-1.16409, -0.08458, -6.02880], [-1.72428, 1.58122, -4.23393], [-2.69954, 0.10936, -4.07107], [0.49979, 1.83622, 0.74853], [-0.32228, 2.84374, -0.45401], [0.94924, 1.30683, -2.19869], [1.83167, 2.60165, -1.34574], [3.65112, -1.12474, 0.22806], [5.61580, -2.10997, -0.91020], [6.27246, -1.29882, -3.15164], [4.96322, 0.49279, -4.22869], [3.03365, 1.47286, -3.10603], [0.18574, -0.86490, -1.09863], [0.13182, -0.66944, 0.65471], [-1.19703, -2.64543, -0.05720], [-2.12825, -1.63200, -1.16794], [-2.13922, -3.00517, 2.00420], [-3.28995, -1.84202, 2.69406], [0.31775, -2.57948, 2.24054], [2.10511, -1.48364, 3.49834], [1.61373, 0.43999, 4.99648], [-2.69196, 2.34384, 4.60375], [-2.94611, 1.19039, 5.95672], [-3.78016, 0.11877, 1.59003], [-3.70134, 0.02915, -0.17868], [-2.52409, 2.01432, 0.55163], [-1.51537, 1.08509, 1.67336]],
  "forces_ev_per_a": [[-0.144, 0.110, 0.427], [-0.208, 0.204, -0.470], [0.263, -0.320, -0.100], [-0.125, 0.131, 0.232], [-0.075, 0.040, -0.055], [0.109, 0.134, 0.217], [0.184, -0.236, -0.276], [-0.181, 0.450, -0.064], [0.201, -0.198, 0.116], [0.119, -0.124, 0.011], [-0.160, 0.117, 0.039], [-0.038, 0.007, 0.033], [0.113, 0.000, -0.157], [0.120, -0.102, -0.009], [-0.305, 0.204, 0.090], [-0.212, -0.147, -0.095], [0.184, 0.037, -0.053], [-0.089, -0.150, 0.061], [-0.089, 0.028, -0.047], [-0.229, 0.207, 0.241], [0.028, -0.002, 0.155], [0.054, -0.132, -0.108], [-0.256, 0.271, 0.153], [-0.306, -0.281, -0.314], [0.579, -0.037, 0.239], [0.109, -0.409, -0.412], [-0.854, 0.845, 0.551], [0.501, -0.165, -0.053], [-0.038, 0.228, 0.035], [-0.199, -0.110, -0.189], [0.027, -0.122, -0.046], [0.109, 0.025, -0.038], [-0.029, 0.000, -0.111], [-0.041, -0.190, 0.028], [0.110, 0.108, 0.029], [-0.044, 0.046, 0.050], [0.009, 0.038, 0.044], [0.108, 0.042, 0.055], [-0.035, -0.140, -0.037], [-0.039, -0.045, 0.128], [0.036, -0.064, 0.051], [0.071, -0.034, -0.044], [0.018, 0.029, -0.069], [-0.074, 0.063, -0.006], [0.088, -0.005, 0.048], [0.038, 0.037, -0.089], [-0.025, -0.036, -0.068], [0.085, -0.085, -0.051], [-0.040, 0.041, 0.104], [0.046, -0.134, -0.002], [0.031, -0.104, -0.100], [0.099, -0.046, -0.012], [0.116, 0.065, 0.083], [0.124, -0.243, 0.039], [0.169, -0.035, -0.215], [-0.071, 0.010, -0.067], [-0.061, 0.085, 0.058], [0.042, 0.048, 0.047], [0.078, 0.042, -0.008]],
  "lowdin_charge": [-0.059, -0.212, -0.019, -0.459, 0.129, -0.347, -0.072, -0.181, -0.052, -0.266, -0.010, -0.089, -0.107, -0.090, -0.025, -0.093, -0.149, -0.158, -0.121, -0.132, -0.060, -0.080, 0.005, -0.200, -0.178, 0.026, -0.156, 0.037, -0.147, -0.093, 0.078, 0.073, 0.078, 0.127, 0.131, 0.133, 0.134, 0.121, 0.136, 0.113, 0.102, 0.097, 0.103, 0.102, 0.122, 0.108, 0.122, 0.124, 0.126, 0.128, 0.115, 0.102, 0.116, 0.141, 0.141, 0.121, 0.127, 0.127, 0.110],
  "homo_lumo_gap_ha": 0.321,
  "homo_ha": -0.294,
  "fmax_ev_per_a": 1.3,
  "e_above_lowest_kcal_mol": 5.66
}